1.
The following is a DFT calculation (ωB97M-V/def2-TZVPD) of an isolated molecule of C4H7NO3 in a non-equilibrium geometry.

XYZ file:
```
15
C4H7NO3 ωB97M-V/def2-TZVPD
C -0.183 -1.890 -0.237
C -0.083 -0.605 -0.025
C -1.021 0.392 0.459
N -2.287 0.414 0.011
O -0.726 1.342 1.175
C 1.652 0.157 -0.139
O 1.961 0.658 1.071
O 1.744 0.949 -1.228
H 0.628 -2.380 -0.549
H -0.948 -2.614 -0.013
H -2.779 -0.015 -0.745
H -2.791 1.225 0.288
H 2.247 -0.775 -0.228
H 1.075 1.237 1.348
H 1.512 1.906 -1.187
```

For the total energy, the calculation gives -11892.0462 eV. Its gap between HOMO and LUMO is 9.945 eV. The value obtained for the energy above the lowest of the compared OMol25 structures with the same formula, charge and spin is 311.8 kJ/mol.


2.
The following is a DFT calculation (ωB97M-V/def2-TZVPD) of an isolated molecule of C4H7NO3.

XYZ file:
```
15
C4H7NO3 ωB97M-V/def2-TZVPD
C 0.878 1.102 -0.626
C -0.438 0.327 -0.611
N -1.216 0.686 0.578
C -0.131 -1.176 -0.539
O -0.470 -1.944 -1.391
C 0.678 -1.624 0.705
O 1.572 -2.404 0.615
O 0.317 -1.047 1.844
H 1.470 0.810 -1.494
H 1.454 0.903 0.280
H 0.671 2.174 -0.682
H -0.984 0.517 -1.547
H -2.154 0.298 0.526
H -1.303 1.694 0.664
H -0.344 -0.317 1.678
```

For the total energy, the calculation gives -11894.1127 eV. Its gap between HOMO and LUMO is 10.081 eV. The value obtained for the energy above the lowest of the compared OMol25 structures with the same formula, charge and spin is 112.4 kJ/mol.


3.
The following is a DFT calculation (ωB97M-V/def2-TZVPD) of an isolated molecule of C4H7NO3S in a non-equilibrium geometry.

XYZ file:
```
16
C4H7NO3S ωB97M-V/def2-TZVPD
C 0.553 -0.636 0.369
C 1.689 0.278 0.853
C 2.847 0.117 -0.125
C -3.476 -0.245 -0.672
N 3.463 1.143 -0.469
O 0.723 -1.492 -0.466
O -0.741 -0.558 1.046
O -2.433 0.660 -0.365
S -1.751 0.757 1.066
H 1.261 1.324 0.864
H 1.877 -0.025 1.813
H 2.973 -0.961 -0.486
H -3.078 -0.825 -1.589
H -4.401 0.322 -1.017
H -3.673 -0.860 0.247
H 4.166 1.001 -1.070
```

For the total energy, the calculation gives -22722.8660 eV. As for the expectation value of S²: 2.005. As for the spin multiplicity: 3. Its gap between HOMO and LUMO (spin up / spin down) is 5.912 / 7.947 eV. The value obtained for the energy above the lowest of the compared OMol25 structures with the same formula, charge and spin is 301.7 kJ/mol.


4.
The following is a DFT calculation (ωB97M-V/def2-TZVPD) of an isolated molecule of C4H7NO4 in a non-equilibrium geometry.

XYZ file:
```
16
C4H7NO4 ωB97M-V/def2-TZVPD
N -0.849 1.517 -0.195
C -0.618 0.041 -0.241
C 0.635 -0.431 0.686
C 2.053 -0.242 0.185
O 2.358 0.904 0.025
O 2.875 -1.289 -0.233
C -1.815 -0.728 -0.020
O -1.828 -1.924 -0.111
O -2.934 -0.036 0.115
H -1.080 2.111 -1.027
H -0.735 1.930 0.715
H -0.230 -0.311 -1.222
H 0.574 -1.553 0.968
H 0.675 0.287 1.463
H 3.389 -1.157 -1.084
H -2.471 0.881 -0.024
```

For the total energy, the calculation gives -13940.6857 eV. Its gap between HOMO and LUMO is 10.291 eV. The value obtained for the energy above the lowest of the compared OMol25 structures with the same formula, charge and spin is 188.3 kJ/mol.